{
  "formula": "C30H52N4OSiTi",
  "method": "wB97M-V/def2-TZVPD",
  "symbols": ["Ti", "C", "C", "C", "C", "C", "C", "C", "C", "C", "C", "C", "C", "N", "C", "C", "C", "C", "C", "N", "C", "C", "C", "C", "H", "H", "H", "H", "H", "H", "H", "H", "H", "H", "H", "H", "H", "H", "H", "H", "H", "H", "H", "H", "H", "H", "H", "H", "H", "H", "H", "H", "H", "C", "C", "N", "C", "C", "C", "C", "N", "H", "H", "H", "H", "H", "H", "H", "H", "H", "H", "H", "H", "H", "H", "C", "Si", "C", "C", "O", "H", "H", "H", "H", "H", "H", "H", "H", "H"],
  "coordinates": [[-0.11, 0.06, -0.04], [-3.47, -0.46, 1.37], [-2.87, 0.94, 1.58], [-3.97, 1.99, 1.45], [-2.15, 0.97, 2.92], [-2.87, 1.20, 4.08], [-2.27, 1.09, 5.32], [-0.95, 0.69, 5.41], [-0.17, 0.44, 4.28], [1.22, -0.15, 4.56], [2.33, 0.89, 4.82], [1.69, -1.25, 3.61], [-0.78, 0.66, 3.03], [0.04, 0.62, 1.84], [1.12, 1.41, 1.81], [2.04, 1.30, 0.78], [3.27, 1.92, 0.54], [3.78, 1.36, -0.62], [2.86, 0.42, -1.10], [1.80, 0.36, -0.25], [2.98, -0.38, -2.37], [2.48, 0.49, -3.55], [2.15, -1.66, -2.31], [4.46, -0.74, -2.60], [-3.93, -0.54, 0.38], [-4.25, -0.63, 2.11], [-2.73, -1.25, 1.50], [-2.15, 1.16, 0.79], [-4.82, 1.75, 2.09], [-4.35, 2.01, 0.42], [-3.62, 2.99, 1.70], [-3.92, 1.45, 4.01], [-2.84, 1.29, 6.22], [-0.50, 0.54, 6.39], [1.07, -0.66, 5.51], [2.82, 1.20, 3.89], [3.11, 0.46, 5.45], [1.94, 1.77, 5.33], [2.13, -0.86, 2.69], [0.86, -1.92, 3.36], [2.46, -1.85, 4.09], [1.28, 2.13, 2.61], [3.74, 2.66, 1.17], [4.73, 1.59, -1.07], [1.43, 0.75, -3.42], [2.59, -0.06, -4.48], [3.06, 1.41, -3.63], [1.09, -1.45, -2.15], [2.51, -2.33, -1.52], [2.22, -2.19, -3.26], [5.06, 0.15, -2.81], [4.54, -1.40, -3.47], [4.88, -1.26, -1.74], [-3.42, -3.72, -1.12], [-2.10, -3.84, -1.88], [-0.93, -3.96, -0.98], [-0.37, -5.32, -0.82], [-1.19, -6.18, 0.14], [-0.43, -2.93, -0.36], [0.75, -3.09, 0.56], [-0.92, -1.68, -0.51], [-4.24, -3.61, -1.84], [-3.44, -2.86, -0.45], [-3.61, -4.61, -0.53], [-1.94, -3.00, -2.56], [-2.11, -4.73, -2.50], [0.66, -5.25, -0.51], [-0.37, -5.77, -1.82], [-1.31, -5.69, 1.11], [-0.67, -7.13, 0.30], [-2.18, -6.40, -0.26], [0.50, -3.80, 1.35], [1.02, -2.15, 1.03], [1.62, -3.47, 0.03], [-1.73, -1.64, -1.12], [-2.71, 3.31, -1.72], [-1.25, 2.36, -2.29], [-1.66, 1.18, -3.65], [0.16, 3.50, -2.60], [-0.75, 1.28, -1.03], [-2.82, 4.19, -2.37], [-2.59, 3.67, -0.70], [-3.64, 2.74, -1.78], [-1.80, 1.69, -4.61], [-2.60, 0.66, -3.42], [-0.87, 0.43, -3.79], [0.11, 3.89, -3.62], [1.14, 3.03, -2.47], [0.10, 4.35, -1.92]],
  "lowdin_charge": [1.12, -0.05, -0.37, -0.05, -0.14, -0.01, -0.03, -0.02, -0.12, -0.35, -0.05, -0.06, -0.14, -0.03, -0.04, -0.28, 0.06, 0.03, -0.18, -0.01, -0.53, -0.01, -0.03, -0.03, 0.08, 0.10, 0.06, 0.08, 0.09, 0.07, 0.10, 0.12, 0.12, 0.13, 0.13, 0.06, 0.09, 0.09, 0.06, 0.08, 0.10, 0.16, 0.14, 0.13, 0.06, 0.10, 0.10, 0.06, 0.08, 0.10, 0.09, 0.10, 0.10, -0.04, -0.16, -0.03, -0.17, -0.04, -0.36, 0.02, 0.02, 0.10, 0.05, 0.08, 0.12, 0.13, 0.11, 0.13, 0.09, 0.09, 0.08, 0.11, 0.05, 0.09, 0.07, -0.15, 0.41, -0.15, -0.14, -0.36, 0.06, 0.04, 0.04, 0.06, 0.04, 0.02, 0.06, 0.02, 0.05],
  "molar_mass_g_mol": 560.7,
  "fmax_ev_per_a": 0.70,
  "e_above_lowest_kcal_mol": 8.67,
  "total_charge": 2,
  "gap_ev": 6.8,
  "e_homo_ev": -13.732
}